[1]
{"formula": "C26H27MoN4O2", "method": "wB97M-V/def2-TZVPD", "energy_ev": -39283.995, "e_homo_ev": -17.365, "orbital_gap_ev": 6.150, "charge": 3, "fmax_ev_per_a": 0.778, "symbols": ["Mo", "O", "O", "N", "N", "N", "N", "C", "C", "C", "C", "C", "C", "C", "C", "C", "C", "C", "C", "C", "C", "C", "C", "C", "C", "C", "C", "C", "C", "C", "C", "C", "C", "H", "H", "H", "H", "H", "H", "H", "H", "H", "H", "H", "H", "H", "H", "H", "H", "H", "H", "H", "H", "H", "H", "H", "H", "H", "H", "H"], "xyz": [[-0.874, -0.047, -0.153], [-1.745, 1.511, -0.114], [-1.869, -1.057, -1.295], [-0.485, -1.997, 0.609], [-0.494, 0.252, 1.712], [1.292, 3.046, 2.445], [4.020, 0.596, 0.634], [5.181, 1.236, -0.083], [1.100, 0.734, -3.743], [-3.880, 3.748, 2.585], [0.364, 2.372, 2.472], [-2.072, 2.250, 2.091], [-2.311, -2.306, -1.654], [-2.471, 2.313, 0.770], [4.132, -0.893, 0.580], [0.321, -2.013, 1.841], [-3.562, -3.761, -3.019], [-3.530, 3.055, 0.302], [2.093, 0.871, -1.100], [-1.800, -3.377, -0.919], [0.317, 0.311, -2.680], [-0.140, -0.831, 2.650], [-3.190, -2.457, -2.695], [2.354, 1.254, -3.498], [0.787, 0.369, -1.352], [-2.798, 2.982, 3.016], [-2.198, -4.679, -1.264], [-3.072, -4.863, -2.316], [2.627, 1.109, 0.288], [2.815, 1.342, -2.189], [-4.236, 3.794, 1.244], [-0.826, 1.500, 2.495], [-0.939, -3.146, 0.182], [-1.820, -5.525, -0.703], [5.149, -1.177, 0.838], [1.375, -1.939, 1.572], [3.438, -1.314, 1.301], [6.082, 0.968, 0.464], [0.638, -0.468, 3.325], [3.759, 1.838, -2.027], [5.048, 2.315, -0.077], [2.663, 2.175, 0.512], [-3.577, -1.603, -3.234], [2.968, 1.619, -4.310], [-0.674, -0.037, -2.921], [-1.017, -1.070, 3.258], [1.981, 0.645, 1.027], [-5.073, 4.399, 0.924], [-3.791, 3.058, -0.747], [0.170, -2.942, 2.388], [-2.525, 2.972, 4.064], [-0.953, 1.185, 3.533], [4.129, 0.873, 1.612], [-0.636, -4.024, 0.750], [0.709, 0.677, -4.750], [-4.448, 4.316, 3.309], [5.232, 0.840, -1.090], [-3.384, -5.861, -2.592], [-4.253, -3.918, -3.837], [3.900, -1.218, -0.432]]}


[2]
{"formula": "C5H6NO5", "method": "wB97M-V/def2-TZVPD", "energy_ev": -17011.248, "e_homo_ev": -4.520, "orbital_gap_ev": 8.109, "charge": -1, "fmax_ev_per_a": 5.623, "symbols": ["O", "O", "O", "O", "O", "N", "C", "C", "C", "C", "C", "H", "H", "H", "H", "H", "H"], "xyz": [[1.486, -0.601, 2.320], [-0.480, 2.294, -0.142], [-1.679, -1.590, -0.245], [-2.316, -0.140, 1.383], [-0.146, 0.871, 2.745], [1.060, -1.074, 0.008], [0.199, 0.067, 0.502], [0.440, 0.204, 1.935], [-1.665, -0.715, 0.548], [-0.021, 0.876, -1.941], [-0.212, 1.147, -0.437], [1.413, -0.926, -0.926], [1.783, -1.031, 1.588], [0.982, 0.719, -2.279], [0.415, -1.833, -0.232], [-0.700, 0.092, -2.237], [-0.560, 1.639, -2.590]]}


[3]
{"formula": "C3H10N2", "method": "wB97M-V/def2-TZVPD", "energy_ev": -6251.722, "e_homo_ev": -9.034, "smiles": "CNCCN", "orbital_gap_ev": 10.108, "charge": 0, "fmax_ev_per_a": 3.075, "symbols": ["N", "N", "C", "C", "C", "H", "H", "H", "H", "H", "H", "H", "H", "H", "H"], "xyz": [[-1.086, 0.409, -0.183], [2.538, -0.305, -0.005], [-2.429, -0.142, -0.006], [0.136, -0.497, 0.128], [1.297, 0.504, 0.039], [1.370, 1.139, 0.903], [-3.147, 0.666, -0.563], [-2.423, -1.061, -0.640], [-1.042, 1.145, 0.482], [2.868, -0.659, -0.957], [0.151, -0.989, 1.075], [0.306, -1.305, -0.607], [3.178, 0.460, 0.254], [1.219, 1.186, -0.889], [-2.935, -0.551, 0.969]]}


[4]
{"formula": "C5H9NO", "method": "wB97M-V/def2-TZVPD", "energy_ev": -8867.293, "e_homo_ev": -9.794, "smiles": "[H]/N=C(/C)OC1CC1", "orbital_gap_ev": 10.791, "charge": 0, "fmax_ev_per_a": 0.351, "symbols": ["O", "N", "C", "C", "C", "C", "C", "H", "H", "H", "H", "H", "H", "H", "H", "H"], "xyz": [[0.137, 1.059, 0.146], [2.338, 1.595, -0.155], [-1.460, -0.798, -0.401], [-0.780, 0.094, 0.590], [-2.201, 0.354, 0.228], [1.782, -0.752, -0.203], [1.445, 0.704, -0.057], [1.473, -1.335, 0.670], [1.914, 2.516, -0.027], [2.862, -0.833, -0.327], [1.284, -1.181, -1.080], [-1.704, -1.812, -0.096], [-1.175, -0.690, -1.443], [-2.968, 0.150, 0.969], [-2.383, 1.223, -0.397], [-0.563, -0.296, 1.583]]}


Number 4 is which compound?
C5H9NO